Record 1
Formula: C34H44BF3N7NiS
Source: OMol25
Level of theory: ωB97M-V/def2-TZVPD

```
! RIJCOSX wB97M-V def2-TZVPD def2/J DEFGRID3
* xyz -1 3
Ni -0.2148 -0.1582 -0.2717
C -2.0415 2.5156 -4.3428
C -1.0418 2.3432 -3.2493
C 0.2326 2.8664 -3.1594
C 0.7379 2.4200 -1.9280
N -0.1827 1.6811 -1.3209
N -1.2745 1.6327 -2.1315
B -2.5873 0.9706 -1.6321
N -2.7656 1.2958 -0.1382
N -1.8769 0.9011 0.8201
C -2.3786 1.2912 1.9855
C -3.6063 1.9496 1.7831
C -3.8145 1.9261 0.4248
C -4.9636 2.4782 -0.3522
C -1.7440 1.0650 3.3386
C -2.7064 0.2252 4.1902
C -1.5298 2.4272 4.0120
C -0.4080 0.3471 3.2439
N -2.5968 -0.5702 -1.8001
N -1.9621 -1.3535 -0.8868
C -2.1475 -2.6144 -1.2493
C -2.9328 -2.6585 -2.4115
C -3.1921 -1.3413 -2.7303
C -3.9722 -0.8032 -3.8826
C -1.6219 -3.7814 -0.4506
C -0.6344 -3.3200 0.6165
C -0.9235 -4.7674 -1.3931
C -2.8129 -4.4758 0.2252
C 2.0896 2.7059 -1.3165
C 2.6538 3.9920 -1.9258
C 3.0395 1.5399 -1.6259
C 1.9638 2.8953 0.1974
H -1.6493 3.2094 -5.0850
H -2.9877 2.9063 -3.9666
H -2.2490 1.5701 -4.8437
H 0.7136 3.5023 -3.8829
H -3.5002 1.4277 -2.2598
H -4.2538 2.3843 2.5263
H -5.6633 2.9551 0.3330
H -5.4923 1.6940 -0.8955
H -4.6343 3.2190 -1.0816
H -3.6747 0.7165 4.3024
H -2.2838 0.0667 5.1856
H -2.8731 -0.7499 3.7285
H -2.4702 2.9694 4.1281
H -0.8530 3.0441 3.4182
H -1.0900 2.2891 5.0031
H -0.4983 -0.6222 2.7550
H -0.0084 0.1842 4.2489
H 0.3209 0.9214 2.6750
H -3.2713 -3.5272 -2.9514
H -4.5505 -1.6076 -4.3354
H -3.3126 -0.3972 -4.6505
H -4.6557 -0.0117 -3.5759
H 0.2434 -2.8470 0.1745
H -0.2886 -4.1828 1.1915
H -1.0945 -2.6115 1.3094
H -0.0789 -4.3013 -1.9029
H -1.6121 -5.1420 -2.1538
H -0.5533 -5.6241 -0.8236
H -3.3410 -3.7843 0.8852
H -2.4643 -5.3241 0.8201
H -3.5230 -4.8471 -0.5169
H 2.8370 3.8818 -2.9968
H 3.6060 4.2363 -1.4501
H 1.9701 4.8315 -1.7791
H 3.1454 1.4015 -2.7040
H 2.6630 0.6122 -1.1995
H 4.0280 1.7398 -1.2015
H 1.2854 3.7204 0.4303
H 2.9470 3.1274 0.6162
H 1.5987 1.9937 0.6848
F 8.7204 -1.9444 1.8503
C 7.8827 -1.7674 2.8917
F 8.4142 -0.7920 3.6569
F 7.9604 -2.9025 3.6275
C 6.4851 -1.4637 2.4593
C 5.6841 -0.6222 3.2209
C 4.3756 -0.3858 2.8400
C 3.8421 -0.9874 1.6942
C 4.6641 -1.8328 0.9374
C 5.9723 -2.0678 1.3174
C 2.4989 -0.7397 1.2794
C 1.3858 -0.5073 0.8467
H 6.0858 -0.1484 4.1068
H 3.7448 0.2718 3.4232
H 4.2584 -2.2914 0.0447
H 6.5985 -2.7181 0.7206
S 2.2197 -2.9141 -3.3024
C 1.3170 -1.8112 -2.4940
N 0.6737 -1.0251 -1.9191
*
```

The calculation puts the LUMO energy (spin up / spin down) at 0.0863 / 0.0863 Eh. The calculation puts the total energy at -107116.39787 eV. The calculation puts the relative energy (zero: lowest compared OMol25 entry of this formula, charge and spin) at 0.0 kcal per mole. The gap between HOMO and LUMO (spin up / spin down) is 7.33 / 7.33 eV.

***

Record 2
Formula: C34H44BrGaN5
Source: OMol25
Level of theory: ωB97M-V/def2-TZVPD

```
! RIJCOSX wB97M-V def2-TZVPD def2/J DEFGRID3
* xyz 1 1
Ga -0.3090 -0.4358 -0.2271
C -2.6501 -1.6309 -2.0562
N -2.1408 -1.4803 -0.6868
C -3.1386 -1.4554 0.3979
C -2.2369 -2.6481 0.2040
C -2.9158 -3.9079 -0.1783
C -2.9775 -4.8719 0.7701
C -2.2480 -4.7402 1.9780
C -1.2322 -3.7843 2.0893
C -1.0509 -2.8407 1.0931
N 0.0238 -2.0276 0.8193
C 1.2259 -2.0634 1.5287
C 1.7127 -3.1650 2.2404
C 2.8754 -3.0730 2.9862
C 3.5929 -1.8897 3.0379
C 3.1788 -0.8233 2.2577
C 2.0293 -0.9155 1.4906
N 1.7191 0.1014 0.4916
C 1.7887 1.4777 1.0333
C 2.7544 -0.0087 -0.5702
H -3.6541 -2.0519 -2.0526
H -1.9821 -2.2745 -2.6228
H -2.6729 -0.6607 -2.5384
H -4.1681 -1.5896 0.0881
H -2.7709 1.2216 -0.7768
H -2.9591 -0.7526 1.1937
H -3.4483 -3.9887 -1.1141
H -3.5683 -5.7618 0.5985
H -2.3777 -5.4700 2.7640
H -0.5556 -3.8524 2.9241
H 1.1977 -4.1088 2.1868
H 3.2236 -3.9419 3.5286
H 4.4887 -1.8112 3.6380
H 3.7770 0.0784 2.2237
H 2.8235 1.7577 1.2423
H 1.2143 1.5546 1.9561
H 1.3937 2.1709 0.2895
H 3.7403 0.1256 -0.1240
H 2.5806 0.7559 -1.3205
H 2.7001 -0.9884 -1.0385
C 0.2134 4.5841 4.3908
C -0.7601 3.4368 4.6898
C -2.1575 4.0078 4.9761
C -0.2654 2.6890 5.9292
C -0.8651 2.5155 3.4810
C -0.8071 1.1096 3.5893
C -0.8787 0.3461 2.4612
N -1.0463 0.8480 1.2106
C -1.2163 2.2071 1.0872
C -1.0756 3.0285 2.2246
C -1.5773 2.7593 -0.1746
C -1.4343 4.1205 -0.5087
C -1.7120 4.6010 -1.7565
C -2.1486 3.6483 -2.7397
C -2.3568 2.3665 -2.4036
N -2.1012 1.8918 -1.1297
C -1.5936 6.0641 -2.1431
C -2.9869 6.5786 -2.5355
C -0.6424 6.1965 -3.3418
C -1.0558 6.9201 -0.9985
H 0.3214 5.2101 5.2772
H -0.1376 5.2265 3.5827
H 1.2012 4.2042 4.1236
H -2.1198 4.6525 5.8554
H -2.8759 3.2098 5.1705
H -2.5246 4.6011 4.1372
H -0.1432 3.3951 6.7504
H 0.7000 2.2098 5.7552
H -0.9762 1.9299 6.2592
H -0.6768 0.6129 4.5379
H -0.7889 -0.7298 2.5307
H -1.1878 4.0957 2.1032
H -1.0489 4.7935 0.2418
H -2.3159 3.9469 -3.7638
H -2.6889 1.6281 -3.1177
H -3.4079 6.0092 -3.3649
H -2.9218 7.6218 -2.8476
H -3.6788 6.5155 -1.6941
H -1.0148 5.6736 -4.2230
H 0.3470 5.8026 -3.1034
H -0.5338 7.2487 -3.6085
H -1.7092 6.8871 -0.1240
H -0.9973 7.9596 -1.3213
H -0.0517 6.6111 -0.7004
Br 0.2376 -0.1275 -2.4858
*
```

The calculation puts the LUMO energy (spin up / spin down) at -0.1279 / -0.1026 Eh. The calculation puts the total energy at -165836.86696 eV. The calculation puts the relative energy (zero: lowest compared OMol25 entry of this formula, charge and spin) at 0.0 kcal per mole. The gap between HOMO and LUMO (spin up / spin down) is 5.27 / 6.15 eV.

***

Record 3
Formula: C34H44Cl2HgN5O7P2SSi
Source: OMol25
Level of theory: ωB97M-V/def2-TZVPD

```
! RIJCOSX wB97M-V def2-TZVPD def2/J DEFGRID3
* xyz -2 2
Hg -0.7487 -0.2232 0.5730
Cl -4.1124 -0.7807 0.9360
C -4.5389 -2.3228 1.6213
C -5.8097 -2.4254 2.1598
C -6.2327 -3.6160 2.7292
C -5.3587 -4.6913 2.7410
C -4.0954 -4.5640 2.1933
Cl -3.0807 -5.9832 2.2554
C -3.5988 -3.3796 1.6048
S -2.0094 -3.2544 0.9304
H -6.4611 -1.5629 2.1255
H -7.2226 -3.7030 3.1583
H -5.6469 -5.6385 3.1767
C -1.0935 0.0145 -1.7925
Si 0.3321 0.2138 -2.8705
C 1.5506 -1.2275 -2.6854
N 1.6628 -1.5785 -1.2702
C 1.3325 -2.9453 -0.9100
C 2.3668 -3.9532 -1.4413
C 3.7757 -3.3356 -1.4166
C 3.8754 -2.2650 -0.3322
C 2.8809 -1.1221 -0.6035
C 1.1664 1.8800 -2.5638
C 0.5188 2.8329 -1.7751
C 1.0747 4.0889 -1.5637
C 2.2974 4.4117 -2.1304
C 2.9651 3.4748 -2.9110
C 2.3990 2.2264 -3.1262
C -0.2258 0.3142 -4.7028
C -0.7775 -0.8128 -5.3237
C -1.4688 -0.7272 -6.5222
C -1.6315 0.5045 -7.1444
C -1.0867 1.6374 -6.5587
C -0.3966 1.5382 -5.3559
H -1.5861 -0.9580 -1.8361
H -1.8311 0.8149 -1.7652
H 2.5414 -1.0149 -3.1140
H 1.1530 -2.0737 -3.2589
H 0.3300 -3.1829 -1.2722
H 1.2846 -2.9830 0.1798
H 2.1172 -4.2556 -2.4633
H 2.3304 -4.8541 -0.8230
H 3.9932 -2.8780 -2.3881
H 4.5300 -4.1117 -1.2567
H 4.8909 -1.8622 -0.2760
H 3.6500 -2.7007 0.6437
H 3.3481 -0.3527 -1.2319
H 2.6218 -0.6761 0.3587
H -0.4094 2.5730 -1.2805
H 0.5605 4.8013 -0.9296
H 2.7421 5.3838 -1.9503
H 3.9281 3.7179 -3.3458
H 2.9255 1.5075 -3.7459
H -0.6791 -1.7825 -4.8470
H -1.8999 -1.6184 -6.9635
H -2.1861 0.5792 -8.0730
H -1.2120 2.6056 -7.0309
H 0.0136 2.4385 -4.9099
C 1.8911 0.2638 4.8922
C 1.2807 -1.1213 4.7907
O 1.5125 -1.8558 5.9871
P -0.5397 -0.8741 4.5314
O -1.2042 -2.2300 4.0845
O -1.0427 -0.7977 6.0728
O -0.9375 0.3432 3.7917
P 1.9590 -2.1287 3.3835
O 3.5613 -1.7509 3.4095
O 1.8576 -3.5493 3.8389
O 1.3906 -1.6042 2.1105
H 1.4698 0.8051 5.7432
H 1.6767 0.8206 3.9831
H 2.9715 0.1796 5.0138
H 1.3643 -2.7809 5.7290
H -1.2368 -2.4306 3.1141
H -1.9357 -0.4402 6.0528
H 3.9756 -2.4620 3.9052
N 2.1590 1.9654 0.7844
C 3.2930 2.3586 1.3869
C 2.9130 3.0813 2.4948
C 1.5037 3.0447 2.4641
N 1.0597 2.3683 1.4183
H 2.0562 1.3970 -0.0427
H 4.2596 2.0825 1.0034
H 3.5517 3.5485 3.2231
H 0.7986 3.4530 3.1689
C -3.1210 3.9593 -1.7116
C -2.9105 3.7281 -0.2551
N -2.3162 2.6981 0.2780
C -2.3392 2.8919 1.6411
C -2.9595 4.0668 1.9285
N -3.3226 4.6032 0.7058
H -2.6466 3.1527 -2.2673
H -2.6782 4.9042 -2.0336
H -4.1833 3.9729 -1.9647
H -1.9034 2.1616 2.3069
H -3.1760 4.5647 2.8563
H -3.8104 5.4682 0.5552
*
```

The calculation puts the LUMO energy (spin up / spin down) at 0.1467 / 0.1465 Eh. The calculation puts the total energy at -124272.84121 eV. The gap between HOMO and LUMO (spin up / spin down) is 4.31 / 5.88 eV.

***

Record 4
Formula: C34H44Cl39F6NO2Si
Source: OMol25
Level of theory: ωB97M-V/def2-TZVPD

```
! RIJCOSX wB97M-V def2-TZVPD def2/J DEFGRID3
* xyz 0 1
C -0.1841 -2.4665 3.4303
Si 0.6659 -1.5931 4.8684
C 1.9076 -2.7955 5.5710
C 1.4551 0.0289 4.3093
C 1.8984 0.0640 2.8301
C 1.1491 1.1542 2.0551
C 1.3970 1.1082 0.5378
C 2.6518 1.9050 0.1449
C 2.6808 2.2120 -1.3582
C 3.1313 0.9796 -2.1592
C 2.5585 0.9952 -3.5731
C 3.3580 0.2015 -4.5607
O 4.3176 -0.4640 -4.3131
O 2.9053 0.3609 -5.8818
C 2.3080 -0.7453 -6.5041
F 2.1913 -1.8087 -5.6718
C 3.1058 -1.0940 -7.7840
N 3.5824 -2.4778 -7.7874
C 0.8793 -0.2693 -6.8732
F 0.1868 0.0566 -5.7707
F 1.0288 0.8682 -7.6036
C 0.0460 -1.2590 -7.7527
F -1.2381 -1.2066 -7.3944
F 0.4662 -2.5230 -7.6218
F 0.1107 -0.9292 -9.0462
C -0.7268 -1.1947 6.0788
C -1.5889 -2.2138 6.4765
C -2.6519 -1.9527 7.3201
C -2.8740 -0.6778 7.8034
C -2.0120 0.3435 7.4392
C -0.9582 0.0777 6.5854
H -1.0079 -1.8425 3.0779
H 0.4963 -2.7156 2.6189
H -0.6359 -3.3748 3.8361
H 2.6693 -2.3240 6.1901
H 2.4391 -3.2562 4.7312
H 1.4514 -3.6037 6.1457
H 0.6774 0.7865 4.4447
H 2.2673 0.3004 4.9874
H 1.7615 -0.8934 2.3247
H 2.9628 0.3084 2.7781
H 1.4726 2.1191 2.4558
H 0.0781 1.0503 2.2519
H 1.5170 0.0582 0.2644
H 0.5285 1.5370 0.0333
H 2.7062 2.8181 0.7387
H 3.5191 1.2789 0.3763
H 1.6662 2.4660 -1.6803
H 3.3503 3.0498 -1.5579
H 2.8074 0.0612 -1.6668
H 4.2203 0.9632 -2.1876
H 1.5066 0.7092 -3.6060
H 2.6003 2.0288 -3.9427
H 2.5365 -0.8301 -8.6817
H 3.9843 -0.4514 -7.7839
H 4.2465 -2.5310 -8.5509
H 2.8166 -3.0860 -8.0568
H -1.4568 -3.2325 6.1388
H -3.3099 -2.7658 7.5986
H -3.7110 -0.4491 8.4550
H -2.1841 1.3481 7.8062
H -0.3128 0.9026 6.3081
C 5.9190 -1.7660 7.2781
Cl 5.2012 -0.1605 7.3713
Cl 4.6674 -2.9792 7.5288
Cl 6.7211 -2.0079 5.7266
H 6.6596 -1.8602 8.0606
C -0.2245 -4.9234 -5.1226
Cl -1.0469 -6.3127 -5.8348
Cl -1.0465 -4.3924 -3.6547
Cl 1.4680 -5.2864 -4.8013
H -0.2624 -4.1124 -5.8365
C 2.5811 3.2795 7.6377
Cl 1.4135 1.9608 7.5555
Cl 3.2159 3.4523 9.2742
Cl 3.8900 3.0266 6.4818
H 2.0723 4.1991 7.3782
C 2.9888 2.3808 -10.0940
Cl 4.2393 3.4448 -9.4558
Cl 1.8317 3.2790 -11.0707
Cl 3.7091 1.0558 -11.0209
H 2.4580 1.9459 -9.2571
C -4.6475 -0.4876 11.9927
Cl -6.2529 0.0074 11.4581
Cl -3.4861 -0.3409 10.6697
Cl -4.1394 0.4430 13.4042
H -4.6949 -1.5293 12.2793
C -7.0921 -1.9645 6.0562
Cl -8.1778 -2.1141 7.4427
Cl -7.5829 -0.6307 5.0140
Cl -5.4208 -1.7566 6.5923
H -7.1531 -2.8799 5.4834
C 0.3006 -5.8726 8.3803
Cl 0.7611 -6.7786 6.9394
Cl 1.5813 -4.7597 8.8634
Cl -1.2155 -5.0086 8.1210
H 0.1524 -6.5756 9.1886
C -1.7401 -1.4709 -11.6536
Cl -1.9520 0.2652 -11.4226
Cl -3.2539 -2.3310 -11.3786
Cl -1.0979 -1.8173 -13.2589
H -1.0209 -1.8178 -10.9251
C 2.2505 5.6973 3.0037
Cl 2.2042 4.8222 4.5358
Cl 3.6321 5.1801 2.0393
Cl 0.7450 5.4865 2.1100
H 2.3670 6.7504 3.2206
C 4.5653 -2.4360 -12.5058
Cl 3.1089 -3.4166 -12.6488
Cl 5.1703 -2.4781 -10.8440
Cl 5.8036 -2.9553 -13.6401
H 4.3014 -1.4124 -12.7368
C -8.0942 2.6170 2.6052
Cl -8.7933 3.9632 3.4998
Cl -6.5287 2.1624 3.2777
Cl -9.1967 1.2390 2.5923
H -7.9403 2.9286 1.5816
C -10.8678 5.7266 0.0831
Cl -11.2173 6.8972 1.3531
Cl -9.3374 4.9047 0.3995
Cl -12.1791 4.5616 -0.0791
H -10.7730 6.2611 -0.8521
C -0.6511 4.2075 -7.5732
Cl 1.0660 3.9205 -7.8498
Cl -0.9508 4.6404 -5.8904
Cl -1.2591 5.4537 -8.6614
H -1.1826 3.2887 -7.7835
*
```

The calculation puts the LUMO energy at 0.0065 Eh. The calculation puts the total energy at -554114.00958 eV. The gap between HOMO and LUMO is 9.22 eV.

***

Record 5
Formula: C34H44ClN7O9PReS
Source: OMol25
Level of theory: ωB97M-V/def2-TZVPD

```
! RIJCOSX wB97M-V def2-TZVPD def2/J DEFGRID3
* xyz 1 4
Re 0.0148 -0.6706 1.0003
O 5.8800 -1.2153 6.0971
N 5.6118 -0.8900 4.9701
O 6.4136 -0.6694 4.0895
C 4.1896 -0.9377 4.5766
C 3.2864 -0.7098 5.5502
C 1.8867 -0.6949 5.2415
C 0.8881 -0.5838 6.2249
C -0.4229 -0.6566 5.8369
C -0.7292 -0.7913 4.4751
N 0.1857 -0.8687 3.5302
C 1.4773 -0.8392 3.9151
C 2.4633 -1.0841 2.8928
N 1.9920 -1.2864 1.6382
C 2.8174 -1.7385 0.7023
C 4.1745 -1.9561 0.9540
C 4.6885 -1.6505 2.1885
C 3.8226 -1.2000 3.2053
H 3.6237 -0.5525 6.5651
H 1.1623 -0.4677 7.2646
H -1.2259 -0.6021 6.5552
H -1.7571 -0.8142 4.1491
H 2.3813 -1.9331 -0.2654
H 4.8036 -2.3426 0.1670
H 5.7414 -1.7692 2.3904
O 0.0653 -2.7708 -0.7100
Cl -0.9414 -3.4004 0.1270
O -2.2426 -3.2259 -0.3951
O -0.6320 -4.7373 0.4380
O -0.8284 -2.5835 1.4396
C -7.1461 -3.7779 1.5725
C -6.0608 -2.7490 1.4819
C -6.1792 -1.6497 0.6380
C -5.1727 -0.7034 0.5511
C -4.0281 -0.8648 1.3198
C -3.8827 -1.9538 2.1666
C -4.9034 -2.8806 2.2476
S -2.7480 0.2992 1.1211
O -3.3190 1.5478 0.7280
O -1.8717 0.2817 2.3051
O -1.7958 -0.2635 0.0605
H -7.9912 -3.5218 0.9361
H -7.5076 -3.8745 2.5961
H -6.7730 -4.7554 1.2645
H -7.0770 -1.5266 0.0476
H -5.2825 0.1592 -0.0858
H -2.9761 -2.0891 2.7417
H -4.7984 -3.7289 2.9113
N 0.8588 0.2621 -0.3031
P 0.4591 1.0961 -1.6657
N 1.7414 0.9030 -2.6789
C 1.5222 1.1603 -4.1127
C 2.7772 1.7224 -4.7604
C 3.9503 0.7773 -4.5598
C 4.1376 0.5115 -3.0732
C 2.8566 -0.0024 -2.4298
N 0.3232 2.6803 -1.2419
C 1.3179 3.6624 -1.6895
C 2.3912 3.8680 -0.6312
C 1.7648 4.0985 0.7563
C 0.2568 4.2790 0.6445
C -0.3849 3.0588 -0.0026
N -0.8608 0.6502 -2.4911
C -0.9021 -0.7029 -3.0602
C -1.6760 -0.6665 -4.3675
C -3.1448 -0.2987 -4.1171
C -3.2914 0.4810 -2.8117
C -2.1194 1.4179 -2.5781
H 0.6774 1.8410 -4.2300
H 1.2455 0.2162 -4.6032
H 3.0134 2.6902 -4.3088
H 2.5837 1.9011 -5.8187
H 4.8588 1.1917 -4.9968
H 3.7505 -0.1672 -5.0766
H 4.4376 1.4347 -2.5688
H 4.9296 -0.2201 -2.9076
H 2.9874 -0.0810 -1.3543
H 2.6069 -0.9982 -2.8248
H 0.7907 4.5913 -1.9187
H 1.7612 3.3211 -2.6184
H 3.0218 4.7115 -0.9212
H 3.0338 2.9835 -0.6179
H 2.2104 4.9693 1.2369
H 1.9718 3.2464 1.4082
H 0.0225 5.1839 0.0790
H -0.1969 4.4097 1.6278
H -1.4447 3.2313 -0.1964
H -0.3213 2.2256 0.7091
H -1.3549 -1.3993 -2.3481
H 0.1256 -1.0362 -3.2247
H -1.5974 -1.6345 -4.8627
H -1.2045 0.0641 -5.0283
H -3.7535 -1.2015 -4.0651
H -3.5273 0.2862 -4.9555
H -3.3563 -0.2104 -1.9754
H -4.2113 1.0689 -2.8104
H -2.2743 1.9862 -1.6668
H -2.0411 2.1297 -3.4058
*
```

The calculation puts the LUMO energy (spin up / spin down) at -0.1373 / -0.1456 Eh. The calculation puts the total energy at -99594.05613 eV. The gap between HOMO and LUMO (spin up / spin down) is 6.87 / 7.50 eV.